Entry 1:
This record from the OMol25 dataset describes C4H7NO in the gas phase at a distorted geometry. The level of theory is ωB97M-V with the def2-TZVPD basis set.

```
! wB97M-V def2-TZVPD RIJCOSX def2/J DEFGRID3
* xyz 0 1
O 0.64 1.97 1.30
C 0.72 0.95 0.38
C 0.88 -1.38 -0.51
N -0.28 -0.83 -1.04
C -1.24 -0.56 -0.04
C -0.44 0.63 -0.46
H -0.26 2.13 1.63
H 1.74 0.88 0.06
H 0.86 -1.98 0.39
H 1.61 -1.68 -1.28
H -1.01 -0.92 0.96
H -2.28 -0.63 -0.34
H -0.94 1.42 -1.06
*
```

Calculated values
- E_HOMO (spin up / spin down): -7.50 / -7.39 eV
- Energy above the lowest of the compared OMol25 structures with the same formula, charge and spin: 5.608 eV

Entry 2:
This record from the OMol25 dataset describes C34H39BrI2N2O2PV as an isolated structure at a distorted geometry. The level of theory is ωB97M-V with the def2-TZVPD basis set.

```
! wB97M-V def2-TZVPD RIJCOSX def2/J DEFGRID3
* xyz 1 4
V 0.42 -0.33 -0.96
C 3.36 3.30 -1.46
C 1.95 3.58 -1.74
N 1.68 4.76 -2.26
C 0.41 5.00 -2.73
C -0.64 4.09 -2.71
C -2.05 4.41 -3.26
O -3.08 4.38 -2.26
C -0.35 2.82 -2.08
C -1.32 1.79 -2.12
N -1.38 0.60 -1.59
C -2.66 0.01 -1.64
C -3.79 0.80 -1.41
C -5.08 0.28 -1.25
C -5.28 -1.11 -1.28
C -4.19 -1.91 -1.45
C -2.87 -1.39 -1.61
I -1.25 -2.60 -1.43
C 0.91 2.58 -1.60
O 1.28 1.45 -1.08
H 3.57 2.46 -0.81
H 3.96 4.05 -1.04
H 3.81 2.90 -2.35
H 0.24 5.91 -3.29
H -2.40 3.68 -3.99
H -1.99 5.41 -3.73
H -2.86 5.06 -1.59
H -2.21 2.10 -2.62
H -3.65 1.85 -1.35
H -5.89 0.93 -0.96
H -6.25 -1.56 -1.20
H -4.42 -2.98 -1.39
C 2.99 0.47 1.55
C 1.80 0.89 2.45
C 2.01 0.67 3.97
C 1.64 2.46 2.16
P 0.41 -0.11 1.71
C 0.61 -1.85 2.35
C 1.09 -2.78 1.45
C 1.34 -4.10 1.74
C 1.23 -4.51 3.06
C 0.74 -3.59 3.99
C 0.40 -2.29 3.66
C -1.31 0.56 2.11
C -2.29 -0.56 1.74
C -1.68 0.85 3.55
C -1.55 1.86 1.34
H 3.88 0.94 1.99
H 2.75 0.93 0.58
H 3.12 -0.65 1.59
H 2.69 1.43 4.37
H 2.44 -0.29 4.12
H 1.14 0.72 4.62
H 2.66 2.80 2.36
H 0.93 2.92 2.90
H 1.39 2.68 1.07
H 1.33 -2.42 0.40
H 1.78 -4.79 1.07
H 1.54 -5.48 3.36
H 0.44 -4.01 4.92
H 0.10 -1.59 4.37
H -2.32 -1.46 2.39
H -2.03 -0.89 0.73
H -3.29 -0.12 1.68
H -1.70 0.00 4.20
H -2.73 1.35 3.61
H -1.05 1.56 4.08
H -0.98 2.65 1.81
H -2.56 2.07 1.10
H -1.14 1.69 0.35
Br 1.27 -1.59 -4.40
C 1.71 -3.22 -3.49
C 1.30 -4.41 -3.99
C 1.74 -5.55 -3.28
C 2.47 -5.46 -2.14
C 2.95 -4.23 -1.72
C 2.56 -3.10 -2.39
I 3.20 -1.26 -1.60
H 0.92 -4.51 -5.00
H 1.54 -6.52 -3.75
H 2.92 -6.28 -1.69
H 3.60 -4.20 -0.82
*
```

Calculated values
- E_HOMO (spin up / spin down): -10.36 / -10.69 eV

Entry 3:
This record from the OMol25 dataset describes C2H2O5S in the gas phase at a distorted geometry. The level of theory is ωB97M-V with the def2-TZVPD basis set.

```
! wB97M-V def2-TZVPD RIJCOSX def2/J DEFGRID3
* xyz 0 1
C -0.59 0.03 -0.27
C -2.08 0.03 -0.07
O -1.11 -1.10 -0.33
O 2.81 0.54 -0.90
O 1.93 -1.35 0.33
O 0.36 0.74 -0.33
O 1.96 0.85 1.34
S 2.08 0.06 0.21
H -2.90 0.35 -0.88
H -2.44 -0.15 0.91
*
```

Calculated values
- E_HOMO: -10.83 eV
- Energy above the lowest of the compared OMol25 structures with the same formula, charge and spin: 0.384 eV

Entry 4:
This record from the OMol25 dataset describes a 2-piece molecular cluster, C4H9NO overall. The level of theory is ωB97M-V with the def2-TZVPD basis set.

```
! wB97M-V def2-TZVPD RIJCOSX def2/J DEFGRID3
* xyz 0 1
C 1.15 0.29 0.86
N -0.09 0.02 0.52
C -0.78 -1.00 1.33
C -0.80 0.47 -0.54
C -0.36 1.50 -1.43
O -1.01 1.91 -2.38
H 1.61 -1.18 -1.33
H 1.56 -0.17 1.76
H 1.74 0.97 0.27
H -0.26 -1.15 2.27
H -1.80 -0.67 1.52
H -0.80 -1.94 0.76
H -1.80 0.07 -0.65
H 0.99 -1.05 -1.73
H 0.65 1.94 -1.22
*
```

Calculated values
- E_HOMO: -7.70 eV
- Energy above the lowest of the compared OMol25 structures with the same formula, charge and spin: 3.906 eV

Entry 5:
This record from the OMol25 dataset describes C5H7NO in the gas phase at a distorted geometry. The level of theory is ωB97M-V with the def2-TZVPD basis set.

```
! wB97M-V def2-TZVPD RIJCOSX def2/J DEFGRID3
* xyz 0 1
O -1.17 1.88 -1.38
C -0.66 1.23 -0.51
C -1.08 0.71 0.87
N 0.24 0.06 1.05
C 0.30 -1.29 0.42
C 0.87 -0.70 -0.87
C 0.75 0.66 -0.23
H -1.20 1.54 1.57
H -1.95 0.06 0.93
H -0.68 -1.77 0.29
H 0.95 -1.97 0.97
H 0.18 -0.79 -1.74
H 1.87 -0.99 -1.18
H 1.59 1.37 -0.20
*
```

Calculated values
- E_HOMO: -9.34 eV
- Energy above the lowest of the compared OMol25 structures with the same formula, charge and spin: 2.414 eV